(1)
ORCA calculation (ωB97M-V/def2-TZVPD) on a structure of composition C42H41NO4P2W at a distorted geometry.

Structure (XYZ):
```
91
Properties=species:S:1:pos:R:3:forces:R:3
H -0.857 2.382 -5.251 0.7 -1.0 0.4
C 0.366 -1.610 4.071 0.0 0.1 -0.3
H -0.332 -4.708 -11.394 0.1 0.3 0.3
H 2.482 -1.396 -11.302 0.2 0.4 0.0
C -1.293 -2.931 -10.616 0.6 -0.2 0.4
C -1.360 -2.045 -9.540 -0.3 -0.4 -0.4
H 1.535 -1.666 -4.761 0.2 -0.2 0.2
H -0.797 2.022 -1.662 0.0 0.0 -0.2
C 1.437 5.283 -6.003 0.2 -0.2 -0.1
C -0.348 -3.979 -10.581 -0.5 0.4 -0.1
H 0.282 1.796 3.929 0.2 -0.2 0.2
C 0.316 -0.315 3.502 0.0 -0.1 0.6
H -0.573 2.406 -8.091 -0.3 0.3 0.1
P -0.925 -1.311 -6.947 -2.5 -2.4 -3.4
H -2.790 1.054 -4.985 0.3 0.1 0.4
C 0.108 1.534 -2.035 0.5 0.2 0.1
C -2.368 -3.562 -6.252 0.3 0.1 -0.1
H 0.978 2.087 -1.636 -0.5 -0.2 0.2
H 1.154 2.081 -3.957 -0.3 0.3 0.6
C 0.615 -0.644 6.280 -0.1 0.3 -2.6
C 2.052 3.067 -6.670 -0.6 -0.1 0.3
C -3.483 -4.285 -5.850 -0.3 0.4 0.1
C -0.230 1.466 -7.707 0.0 -0.3 -0.4
H -5.510 -4.167 -5.135 0.0 0.1 0.1
C -2.248 1.254 -4.044 -0.1 -0.1 0.1
H -3.461 -5.367 -5.871 0.0 0.1 0.1
H -1.450 -4.072 -6.535 -0.2 -0.1 0.0
H -2.725 2.159 -3.624 0.1 -0.2 -0.3
W 0.474 0.215 -6.211 0.2 -0.1 7.2
C 1.999 -0.786 -5.207 0.2 0.7 0.1
C 3.453 4.246 -5.102 -0.1 0.4 -0.2
H 4.306 4.284 -4.422 -0.2 0.0 -0.3
H -2.274 0.602 -7.772 0.5 0.2 0.5
H 0.155 3.996 -7.188 0.3 0.3 0.0
H 2.732 -1.051 -5.987 0.1 -0.2 0.4
C 3.237 2.062 -9.583 -0.4 -0.6 0.1
C 0.488 -3.211 -8.440 -0.8 0.1 -0.3
C 0.280 -0.166 1.992 0.3 -1.2 3.9
C 2.644 5.380 -5.294 -0.1 -0.2 0.1
C -1.229 0.404 -7.497 -0.2 0.3 -0.5
H -2.834 0.589 -2.067 -0.3 0.0 -0.4
H 0.635 1.519 6.385 -0.1 -0.3 -0.2
H 1.167 -3.258 -7.588 -0.1 -0.3 -0.2
C -0.833 1.644 -4.399 -0.2 0.8 0.1
C 2.495 1.047 -8.968 0.4 0.2 0.3
H -3.665 -0.411 -6.188 -0.1 -0.2 0.4
H 4.268 2.585 -11.357 -0.1 -0.3 -0.2
C -0.559 -1.045 -1.943 -0.2 -0.3 -1.5
C -4.665 -2.200 -5.459 0.1 -0.3 -0.3
C -4.637 -3.604 -5.438 0.6 0.4 -0.2
C -1.711 -1.048 -2.640 2.0 -0.1 -1.3
C 3.680 1.814 -10.866 0.1 -0.1 -0.2
C 3.167 3.081 -5.801 -0.3 -0.1 -0.5
C 0.371 0.800 4.362 0.2 -0.1 -0.4
C 2.270 -0.228 -9.523 0.1 0.5 0.2
C 1.104 4.103 -6.671 0.9 0.3 0.2
C 0.526 -1.781 5.438 0.0 0.7 0.8
C -2.570 0.116 -3.026 -0.7 0.1 0.6
C -0.540 -2.254 -8.445 1.1 -0.1 0.7
H -0.080 0.269 -0.368 0.3 -0.1 -0.7
C -2.432 -2.167 -6.338 0.0 0.6 0.1
P 1.657 1.509 -7.488 0.2 1.1 -2.7
C 3.350 0.602 -11.486 0.2 0.1 -0.3
H 2.941 6.341 -4.863 -0.2 -0.4 0.0
C 0.208 0.110 -1.426 0.4 0.8 1.0
H 1.285 -0.129 -1.400 -0.5 -0.2 0.0
O 0.852 0.220 8.417 -0.1 -1.8 -2.0
H -2.068 -1.213 -9.508 0.0 -0.4 -0.2
C 0.200 1.765 -3.500 -0.4 -0.6 -1.5
H -1.945 -1.956 -3.203 -0.2 -0.1 0.7
C -3.593 -1.480 -5.990 0.0 -0.2 0.1
H 0.290 -2.497 3.437 0.0 0.4 0.1
O 0.784 -1.959 8.157 0.0 2.2 -1.3
H 1.308 -4.881 -9.508 -0.3 0.3 -0.1
H 0.006 -1.981 -1.878 -0.5 0.1 0.2
H 3.634 0.457 -12.521 0.1 0.0 0.0
H -3.449 -0.380 -3.454 -0.2 0.5 0.5
O -0.140 0.942 1.572 0.4 -1.1 -1.5
H -5.532 -1.665 -5.098 -0.1 0.0 -0.2
N 0.773 -0.796 7.687 0.1 -0.7 4.2
C 0.553 -4.089 -9.519 0.4 -0.2 0.1
C 2.682 -0.434 -10.827 0.1 0.1 0.2
H 2.469 -0.156 -4.417 0.0 -0.5 -0.5
O 0.688 -1.195 1.377 -0.6 2.1 -1.1
C 0.553 0.650 5.732 -0.2 -0.3 0.3
H 3.429 2.992 -9.042 0.0 -0.2 -0.4
H 3.784 2.180 -5.705 -0.1 0.4 0.0
H 0.570 -2.764 5.898 0.0 0.2 -0.2
H 1.795 -1.030 -8.944 0.0 0.5 -0.3
H -1.975 -2.816 -11.451 0.1 -0.1 0.0
H 0.756 6.127 -6.053 0.2 -0.1 0.0
```
Forces are in eV/Å.

Net charge   +2
Energy relative to the best compared isomer or geometry (same formula, charge and spin)   36.11 kcal per mole
Spin multiplicity   3
Gap between HOMO and LUMO (alpha / beta)   0.2213 / 0.1920 hartree

Atom charges from the Mulliken analysis, given in e for atoms 1 to 2: number 1, H, carries 0.883; number 2, C, carries -0.434



(2)
ORCA calculation (ωB97M-V/def2-TZVPD) on a structure of composition C42H42BiBrF3I4N4O5 at a distorted geometry.

Structure (XYZ):
```
102
Properties=species:S:1:pos:R:3:forces:R:3
H -0.716 4.692 2.026 0.0 0.1 -0.1
C -0.050 3.348 -3.589 0.0 0.0 -0.1
H 4.014 2.355 -0.369 0.0 -0.1 -0.1
O 2.937 -0.730 -2.541 -0.5 -0.3 0.5
O 0.032 1.006 0.425 -0.2 -0.1 -0.2
H 1.126 3.234 1.245 0.1 0.0 -0.1
C 3.562 1.476 -0.860 0.5 0.0 0.1
H -4.829 0.344 4.134 0.0 -0.1 0.1
N -0.293 -2.849 -2.614 0.2 0.4 0.0
H -4.328 1.934 4.712 0.1 0.0 0.1
F 4.328 -0.711 2.438 0.0 -0.1 -0.2
H 2.650 2.848 -2.676 -0.1 0.0 0.1
C -1.096 3.015 -4.429 0.1 -0.1 0.1
C -0.214 2.763 2.872 0.1 0.1 0.1
H -2.072 -5.374 2.765 -0.1 0.0 0.0
C 1.155 2.707 2.198 0.0 -0.1 0.1
H 0.912 -5.969 -2.586 0.0 0.0 0.0
H -2.252 1.368 -5.200 0.0 -0.1 -0.1
C -6.241 1.165 1.955 0.2 0.2 0.1
C -0.113 2.107 4.256 0.1 0.0 -0.1
C -1.425 1.676 -4.579 0.1 -0.1 0.0
C -5.414 3.416 2.640 0.0 -0.2 0.0
N 2.195 -2.772 -1.014 0.1 0.1 0.0
O 2.259 -0.631 0.885 -0.2 0.1 -1.2
N 0.308 1.068 -3.061 0.3 0.0 0.2
H 2.613 -4.407 -2.289 0.0 0.0 0.0
H 1.593 3.657 -1.519 0.0 -0.1 -0.1
I -3.024 -2.680 1.595 0.1 -0.2 0.2
C 3.816 0.098 -2.930 0.5 0.2 -0.3
H 0.251 4.377 -3.466 0.0 0.1 0.1
I 3.821 -1.668 -5.369 0.2 0.3 0.1
H -1.443 -6.482 -3.202 -0.1 -0.1 0.0
C -1.138 1.235 0.959 -0.2 0.2 0.0
H 1.460 1.682 2.035 0.1 0.0 -0.1
O -0.406 -2.121 0.248 0.6 0.0 -0.2
F 3.148 -1.470 4.069 -0.2 0.0 -0.1
Bi 0.783 -0.644 -0.949 0.9 -0.2 0.2
H -0.868 -0.318 -3.972 -0.1 -0.1 -0.1
C 4.472 -0.042 -4.178 -0.4 -0.6 -0.3
F 3.161 0.640 3.627 -0.2 0.2 0.0
H 3.674 0.618 -0.196 0.1 0.1 0.0
C -1.546 -3.123 -2.933 -0.4 -0.2 -0.1
C -0.194 -3.270 0.809 -0.3 -0.1 0.1
H -6.046 1.544 4.598 -0.1 0.0 0.1
H -7.177 1.323 2.487 -0.1 0.0 0.0
C 0.183 -5.180 -2.700 -0.1 0.1 0.0
H 0.250 4.784 3.505 0.1 0.0 0.1
H -6.361 3.632 3.133 -0.1 0.0 0.1
H 1.660 1.804 -0.191 0.0 0.1 0.1
C 1.901 -0.784 2.086 1.0 0.0 1.2
H -5.472 3.760 1.608 0.0 0.1 -0.1
C -3.760 1.667 2.027 0.0 -0.1 -0.1
C 1.008 -5.304 1.380 0.0 0.0 0.0
I 7.466 3.093 -4.435 -0.3 -0.3 0.1
O 0.852 -1.059 2.604 -0.5 0.0 0.2
C -0.564 4.255 3.013 0.0 -0.2 0.0
H -4.412 0.464 0.353 -0.2 0.0 -0.1
C -5.075 1.405 4.125 0.0 0.1 -0.2
C -2.315 0.745 0.383 -0.1 -0.2 -0.3
H -4.631 3.983 3.139 0.0 0.1 0.1
H -6.039 0.098 1.933 0.0 -0.2 0.0
H 5.566 2.877 -1.982 0.0 0.1 0.0
C 2.291 -3.580 0.182 0.1 -0.2 0.4
Br -2.128 -0.255 -1.246 -1.0 0.5 0.2
H 0.641 2.604 4.865 0.1 0.1 0.1
C 5.487 0.769 -4.623 0.2 0.2 -0.1
H 3.003 -2.168 -1.123 0.2 -0.1 -0.1
H -1.467 4.417 3.596 -0.1 0.0 0.1
C -0.678 0.743 -3.881 -0.3 0.2 -0.5
H 0.164 1.061 4.145 0.0 -0.1 0.0
C -2.615 2.217 2.591 0.0 -0.1 -0.1
C 0.566 -3.856 -2.507 0.1 -0.5 -0.1
H -1.066 2.153 4.779 -0.1 0.0 0.1
C -1.230 -5.033 2.186 -0.1 -0.1 0.1
H -6.365 1.525 0.937 0.0 0.0 -0.2
H 2.920 -4.470 0.004 0.0 0.1 0.0
C 1.791 2.692 -2.013 0.0 0.2 -0.1
H 2.305 -2.828 -3.058 0.1 -0.1 0.0
C -0.073 -5.780 2.089 0.1 -0.5 0.3
N 2.132 1.649 -1.073 -0.1 0.0 0.2
H -1.644 3.786 -4.956 0.0 0.0 0.0
H 5.965 0.590 -5.573 0.0 0.0 -0.1
C -2.016 -4.406 -3.167 0.1 0.0 0.0
H -2.739 2.813 3.483 0.0 0.1 0.1
C -3.590 0.923 0.874 0.1 0.0 0.0
C 3.144 -0.580 3.062 0.0 -0.2 0.0
C 4.257 1.214 -2.162 -0.2 0.0 0.2
C 0.628 2.341 -2.902 -0.2 0.5 -0.2
C 1.997 -3.498 -2.253 0.1 -0.1 -0.1
C -1.270 -3.828 1.530 -0.5 0.2 0.1
H 2.805 -2.983 0.943 0.0 0.0 -0.2
H 1.898 3.187 2.833 0.0 0.1 0.1
C 0.981 -4.059 0.763 0.1 0.0 -0.1
H 1.906 -5.904 1.311 0.1 0.0 0.0
C -1.329 2.054 2.104 -0.1 -0.1 -0.1
C 5.885 1.820 -3.819 0.5 0.4 -0.2
C 5.259 2.049 -2.607 0.2 0.0 0.1
I 0.048 -7.651 3.069 0.0 0.3 -0.2
C -1.129 -5.462 -3.036 0.1 0.1 0.0
C -5.114 1.908 2.675 -0.1 0.1 0.1
H -2.220 -2.280 -3.010 -0.1 0.0 0.0
H -3.045 -4.560 -3.451 -0.1 0.0 0.0
```
Forces are in eV/Å.

Net charge   -1
Energy relative to the best compared isomer or geometry (same formula, charge and spin)   0.00 kcal per mole
Gap between HOMO and LUMO   0.2657 hartree

Atom charges from the Mulliken analysis, given in e for atoms 1 to 2: number 1, H, carries 0.399; number 2, C, carries -1.029



Among the records above, which one has the highest net charge? C42H41NO4P2W